# 1
The following is a quantum chemistry calculation of an isolated molecule of C2H3N3O3, from OMol25.

Atoms and positions in Å:
C1 1.666 0.097 -0.020
C2 -0.682 -0.492 -0.022
H1 -1.155 2.211 1.210
H2 0.918 -1.931 0.317
H3 -1.838 -2.151 -0.511
N1 -0.446 0.962 -0.402
N2 0.740 -0.984 0.310
N3 -1.933 -1.108 -0.351
O1 -1.169 1.992 0.031
O2 0.925 1.262 -0.291
O3 2.974 0.140 -0.271

Computed properties:
HOMO in eV: -9.86
Net charge: 0
Structure (SMILES): [H]/N=c1\[nH]c(=O)on1O
Calculated total energy in Ha: -467.78352
Kohn-Sham gap in eV: 9.37
Energy above the lowest of the compared OMol25 structures with the same formula, charge and spin in kJ/mol: 474.69

Atom-resolved charges from Mulliken, all expressed in e: 0.467 0.259 0.346 0.248 0.235 0.270 -0.107 -0.535 -0.415 -0.219 -0.549



# 2
The following is a quantum chemistry calculation of a cluster of 2 separate species, C21H25N2O5 in total, from OMol25.

Atoms and positions in Å:
C1 4.890 5.614 2.749
O1 3.460 5.400 2.677
C2 2.997 4.150 2.406
C3 1.585 3.986 2.373
C4 1.048 2.752 2.099
C5 1.869 1.616 1.890
C6 1.261 0.327 1.619
C7 1.734 -0.835 2.171
C8 1.089 -2.078 1.910
N1 0.532 -3.084 1.697
C9 2.745 -0.856 3.179
N2 3.552 -0.882 4.029
C10 3.272 1.792 1.943
C11 3.839 3.035 2.162
H1 4.980 6.671 3.003
H2 5.353 4.995 3.532
H3 5.375 5.414 1.782
H4 0.958 4.854 2.570
H5 -0.034 2.612 2.077
H6 0.372 0.290 0.986
H7 3.931 0.938 1.780
H8 4.927 3.164 2.168
C12 -1.873 -5.601 -0.148
C13 -2.433 -4.258 0.219
O2 -2.290 -3.429 -0.940
C14 -2.881 -2.233 -0.768
C15 -2.581 -1.264 -1.796
C16 -3.169 0.117 -1.692
C17 -2.444 0.948 -0.628
C18 -4.662 0.069 -1.365
C19 -1.612 -1.611 -2.818
O3 -1.172 -2.710 -3.138
O4 -1.197 -0.467 -3.431
C20 -0.042 -0.624 -4.289
C21 1.229 -0.904 -3.532
O5 -3.585 -2.009 0.223
H9 -1.944 -6.266 0.713
H10 -2.427 -6.053 -0.974
H11 -0.824 -5.530 -0.443
H12 -3.495 -4.343 0.485
H13 -1.866 -3.815 1.052
H14 -3.025 0.579 -2.678
H15 -1.377 1.014 -0.870
H16 -2.871 1.957 -0.589
H17 -2.572 0.463 0.348
H18 -5.185 -0.496 -2.143
H19 -4.790 -0.436 -0.402
H20 -5.067 1.086 -1.319
H21 -0.233 -1.444 -4.989
H22 -0.005 0.328 -4.822
H23 2.040 -1.027 -4.249
H24 1.489 -0.084 -2.857
H25 1.131 -1.833 -2.964

Computed properties:
HOMO in eV: -3.03
Net charge: -1
Calculated total energy in Ha: -1300.92778
Kohn-Sham gap in eV: 4.22

Atom-resolved charges from Mulliken, all expressed in e: -0.819 -0.444 0.891 -0.610 -0.523 0.294 -0.290 0.522 -0.147 -0.434 -0.093 -0.524 -0.603 -0.457 0.241 0.339 0.332 0.405 0.423 0.668 0.454 0.343 -1.340 -0.117 -0.186 0.541 -0.509 0.739 -1.303 -1.682 0.600 -0.747 -0.329 -0.300 -1.045 -0.787 0.409 0.332 0.288 0.284 0.237 0.421 0.242 0.403 0.254 0.382 0.273 0.457 0.288 0.320 0.378 0.206 0.320